No. 1
Below is a molecular structure, C35H41Cl2MoN2OP3 at a distorted geometry, with properties calculated with the ωB97M-V functional and the def2-TZVPD basis.

Results
Expectation value of S²   2.0316
Multiplicity   3
Frontier orbital gap (alpha / beta)   7.52 / 5.74 eV
HOMO level (alpha / beta)   -12.77 / -13.32 eV
Strongest force on any atom   3.232 eV Å⁻¹
Total charge   +2

Cartesian coordinates (Å):
1 P -2.12 3.04 -1.12
2 C -3.67 2.60 -0.45
3 C -4.35 3.57 0.33
4 H -3.80 4.47 0.65
5 C -5.70 3.41 0.62
6 H -6.23 4.19 1.15
7 C -6.36 2.25 0.18
8 H -7.43 2.15 0.35
9 C -5.66 1.22 -0.47
10 H -6.19 0.31 -0.75
11 C -4.32 1.38 -0.78
12 H -3.74 0.60 -1.28
13 C -0.73 3.24 -0.05
14 C -0.90 3.12 1.36
15 H -1.86 2.78 1.76
16 C 0.11 3.56 2.21
17 H -0.03 3.51 3.29
18 C 1.29 4.11 1.68
19 H 2.04 4.52 2.35
20 C 1.48 4.19 0.29
21 H 2.38 4.65 -0.12
22 C 0.49 3.74 -0.57
23 H 0.60 3.85 -1.65
24 C -1.76 2.83 -2.82
25 C -1.95 3.98 -3.64
26 H -2.38 4.87 -3.19
27 C -1.59 3.93 -4.97
28 H -1.72 4.82 -5.59
29 C -1.07 2.75 -5.51
30 H -0.80 2.72 -6.57
31 C -0.90 1.60 -4.72
32 H -0.51 0.68 -5.17
33 C -1.24 1.63 -3.37
34 H -1.15 0.73 -2.75
35 Mo -0.04 -2.56 0.96
36 C 2.00 -1.84 1.04
37 C 2.36 -0.71 0.37
38 H 2.74 -2.42 1.59
39 C 1.25 -0.03 -0.41
40 O 1.62 -0.03 -1.82
41 H 0.94 0.47 -2.32
42 C 0.07 -0.88 -0.17
43 H 1.07 1.01 -0.08
44 C -0.82 -1.76 -0.59
45 Cl 0.99 -4.03 2.63
46 Cl -2.31 -3.34 1.36
47 P -0.54 -1.49 3.20
48 C -1.41 -2.56 4.41
49 H -0.75 -3.40 4.66
50 H -2.32 -2.96 3.94
51 H -1.65 -1.98 5.30
52 C 0.90 -0.92 4.15
53 H 1.42 -0.12 3.61
54 H 1.59 -1.75 4.30
55 H 0.57 -0.53 5.13
56 C -1.60 -0.01 3.14
57 H -2.34 -0.12 2.34
58 H -1.00 0.88 2.96
59 H -2.13 0.10 4.10
60 P 4.08 -0.12 0.34
61 C 5.12 -1.32 1.16
62 C 4.07 1.42 1.26
63 H 5.10 -2.28 0.62
64 H 4.79 -1.49 2.19
65 H 6.14 -0.93 1.15
66 H 3.31 2.10 0.85
67 H 5.06 1.87 1.17
68 H 3.83 1.22 2.31
69 C 4.65 0.18 -1.32
70 H 5.26 -0.67 -1.66
71 H 5.25 1.09 -1.33
72 H 3.78 0.29 -1.98
73 H -1.55 -1.86 -1.38
74 N 1.86 -8.71 -3.06
75 C 1.50 -7.70 -2.59
76 C 1.06 -6.48 -1.95
77 C -0.08 -6.48 -1.14
78 C -0.37 -5.34 -0.39
79 N 0.41 -4.23 -0.42
80 C 1.43 -4.18 -1.31
81 C 1.79 -5.29 -2.07
82 H -0.72 -7.35 -1.05
83 H -1.25 -5.28 0.25
84 H 1.96 -3.23 -1.39
85 H 2.65 -5.23 -2.74

No. 2
Below is a molecular structure, C35H41CrN3O8PS, with properties calculated with the ωB97M-V functional and the def2-TZVPD basis.

Results
Expectation value of S²   6.0220
Multiplicity   5
Frontier orbital gap (alpha / beta)   5.91 / 6.47 eV
HOMO level (alpha / beta)   -3.55 / -4.11 eV
Strongest force on any atom   0.497 eV Å⁻¹
Total charge   -1

Cartesian coordinates (Å):
1 Cr -1.35 0.34 -0.92
2 C 2.74 -0.30 2.42
3 O 1.99 0.07 3.59
4 C 2.13 1.36 4.02
5 C 2.61 1.54 5.31
6 C 2.76 2.80 5.85
7 C 2.43 3.91 5.08
8 C 1.92 3.74 3.81
9 C 1.74 2.47 3.26
10 N 1.26 2.38 1.95
11 C 0.22 1.61 1.44
12 N -0.45 0.89 2.34
13 C -1.57 0.03 2.19
14 C -2.16 -0.27 0.96
15 C -3.28 -1.11 1.03
16 C -3.76 -1.65 2.21
17 C -3.13 -1.35 3.42
18 C -2.04 -0.50 3.40
19 O -1.35 -0.11 4.52
20 C -1.75 -0.66 5.76
21 N -0.03 1.65 0.18
22 C 0.74 2.52 -0.63
23 C 0.31 3.81 -0.89
24 C 1.01 4.63 -1.78
25 C 2.13 4.13 -2.42
26 C 2.56 2.83 -2.18
27 C 1.88 2.03 -1.28
28 O 2.20 0.75 -0.98
29 C 3.04 0.07 -1.90
30 H 2.44 -1.33 2.20
31 H 3.81 -0.26 2.63
32 H 2.52 0.32 1.55
33 H 2.87 0.65 5.87
34 H 3.15 2.92 6.85
35 H 2.56 4.91 5.48
36 H 1.63 4.60 3.22
37 H 1.54 3.12 1.32
38 H -0.11 0.93 3.29
39 H -3.80 -1.35 0.11
40 H -4.63 -2.30 2.22
41 H -3.50 -1.76 4.35
42 H -1.08 -0.24 6.51
43 H -1.67 -1.75 5.76
44 H -2.78 -0.38 6.00
45 H -0.60 4.15 -0.42
46 H 0.65 5.63 -2.00
47 H 2.66 4.73 -3.14
48 H 3.41 2.44 -2.72
49 H 3.03 -0.98 -1.59
50 H 4.06 0.46 -1.87
51 H 2.63 0.14 -2.91
52 O 0.48 0.98 -4.59
53 C -0.42 1.05 -3.76
54 O -0.26 0.71 -2.53
55 C -1.77 1.60 -4.20
56 C -1.72 2.47 -5.29
57 C -2.84 3.06 -5.83
58 C -4.08 2.76 -5.27
59 C -4.16 1.89 -4.20
60 C -3.02 1.29 -3.62
61 S -3.35 0.20 -2.27
62 H -0.74 2.66 -5.71
63 H -2.76 3.74 -6.67
64 H -4.99 3.20 -5.66
65 H -5.12 1.65 -3.76
66 C -2.19 -5.36 -0.79
67 C -1.95 -3.87 -0.82
68 O -0.57 -3.65 -1.20
69 P -0.03 -2.11 -1.00
70 O 0.90 -2.20 0.32
71 C 1.79 -3.31 0.53
72 C 1.32 -4.09 1.74
73 O 1.15 -2.16 -2.12
74 C 0.70 -2.03 -3.49
75 C 1.06 -3.28 -4.25
76 H -3.24 -5.57 -0.57
77 H -1.58 -5.83 -0.02
78 H -1.94 -5.81 -1.75
79 H -2.15 -3.42 0.16
80 H -2.60 -3.38 -1.55
81 H 2.79 -2.90 0.69
82 H 1.83 -3.94 -0.36
83 H 1.20 -3.43 2.60
84 H 2.05 -4.87 1.99
85 H 0.36 -4.56 1.53
86 H 1.16 -1.13 -3.90
87 H -0.38 -1.85 -3.51
88 H 2.14 -3.45 -4.23
89 H 0.75 -3.19 -5.30
90 H 0.56 -4.15 -3.82

No. 3
Below is a molecular structure, C35H42F6FeGeN7OS, with properties calculated with the ωB97M-V functional and the def2-TZVPD basis.

Results
Frontier orbital gap   6.93 eV
HOMO level   -10.17 eV
Strongest force on any atom   0.379 eV Å⁻¹
Total charge   +1

Cartesian coordinates (Å):
1 Fe -1.18 -0.21 -0.34
2 F 0.40 3.92 2.73
3 C -0.61 3.26 2.12
4 C -0.31 2.14 1.37
5 C -1.32 1.43 0.72
6 C -2.64 1.91 0.83
7 C -2.89 3.05 1.60
8 F -4.14 3.53 1.74
9 C -1.89 3.75 2.26
10 C -3.65 1.15 0.09
11 C -5.00 1.48 -0.02
12 C -5.84 0.68 -0.76
13 C -5.34 -0.45 -1.38
14 C -3.99 -0.72 -1.23
15 N -3.15 0.05 -0.53
16 H 0.73 1.84 1.33
17 H -2.12 4.63 2.84
18 H -5.37 2.36 0.47
19 H -6.89 0.94 -0.85
20 H -5.96 -1.12 -1.96
21 H -3.57 -1.60 -1.69
22 F -2.09 -4.87 4.65
23 C -2.03 -3.56 4.95
24 F -1.03 -3.38 5.82
25 F -3.18 -3.25 5.58
26 C -1.86 -2.74 3.71
27 C -2.74 -2.90 2.65
28 C -2.56 -2.13 1.52
29 N -1.57 -1.25 1.37
30 C -0.75 -1.08 2.41
31 C -0.85 -1.80 3.59
32 H -3.56 -3.60 2.71
33 H -3.25 -2.23 0.68
34 H 0.01 -0.32 2.30
35 H -0.15 -1.63 4.40
36 F 0.95 -0.49 0.09
37 C 1.77 1.86 -4.61
38 N 0.62 1.64 -3.76
39 C -0.48 2.57 -3.66
40 C -1.29 1.97 -2.52
41 O -2.36 2.38 -2.17
42 N -0.58 0.88 -1.99
43 C 0.49 0.73 -2.78
44 N 1.37 -0.27 -2.61
45 H 1.44 2.07 -5.62
46 H 2.41 0.98 -4.64
47 H 2.37 2.70 -4.25
48 H -1.07 2.61 -4.57
49 H -0.15 3.58 -3.40
50 H 1.13 -0.97 -1.93
51 H 2.02 -0.50 -3.33
52 N -2.46 -5.46 -4.95
53 C -2.23 -5.58 -3.63
54 S -2.44 -6.98 -2.81
55 C -1.80 -4.32 -2.94
56 C -1.33 -4.37 -1.63
57 C -0.98 -3.20 -0.98
58 N -1.07 -1.99 -1.54
59 C -1.48 -1.94 -2.81
60 C -1.85 -3.06 -3.54
61 H -2.69 -6.30 -5.45
62 H -2.10 -4.69 -5.48
63 H -1.25 -5.32 -1.12
64 H -0.58 -3.24 0.02
65 H -1.57 -0.96 -3.26
66 H -2.21 -2.91 -4.54
67 C 3.09 2.64 4.80
68 C 3.37 1.81 3.55
69 C 2.50 0.56 3.49
70 C 2.87 -0.41 2.38
71 Ge 2.65 0.08 0.50
72 C 2.77 1.90 -0.22
73 C 4.07 2.08 -0.99
74 C 5.30 1.94 -0.11
75 C 6.60 1.85 -0.90
76 H 3.69 3.55 4.81
77 H 3.31 2.08 5.70
78 H 2.04 2.94 4.83
79 H 4.42 1.52 3.53
80 H 3.20 2.43 2.66
81 H 1.45 0.86 3.43
82 H 2.60 0.03 4.45
83 H 2.31 -1.35 2.46
84 H 3.92 -0.69 2.47
85 H 3.44 -0.89 -0.39
86 H 2.70 2.63 0.59
87 H 1.88 2.04 -0.84
88 H 4.08 3.07 -1.45
89 H 4.13 1.36 -1.81
90 H 5.21 1.04 0.53
91 H 5.35 2.78 0.58
92 H 6.58 0.99 -1.57
93 H 7.46 1.74 -0.25
94 H 6.74 2.74 -1.51

No. 4
Below is a molecular structure, C35H42N10O2PSTb at a distorted geometry, with properties calculated with the ωB97M-V functional and the def2-TZVPD basis.

Results
Expectation value of S²   13.0414
Multiplicity   7
Frontier orbital gap (alpha / beta)   5.55 / 6.19 eV
HOMO level (alpha / beta)   -10.61 / -12.80 eV
Strongest force on any atom   2.668 eV Å⁻¹
Total charge   +2

Cartesian coordinates (Å):
1 Tb -0.03 0.45 0.67
2 O 0.72 0.54 3.18
3 C 1.12 -0.48 4.12
4 C -0.07 -1.00 4.91
5 C -1.23 -1.35 3.99
6 C -0.92 -2.35 2.90
7 C -0.41 -3.60 3.21
8 C -0.35 -4.57 2.22
9 C -0.85 -4.27 0.97
10 C -1.29 -2.98 0.73
11 N -1.28 -2.00 1.64
12 H 0.22 1.20 3.67
13 H 1.88 -0.08 4.80
14 H 1.58 -1.27 3.52
15 H -0.39 -0.23 5.61
16 H 0.25 -1.85 5.51
17 H -1.62 -0.45 3.51
18 H -2.05 -1.78 4.58
19 H -0.11 -3.83 4.22
20 H 0.06 -5.55 2.44
21 H -0.88 -5.01 0.18
22 H -1.70 -2.73 -0.24
23 S 1.33 -1.63 -0.35
24 C 0.32 -1.73 -1.81
25 N 0.75 -2.38 -2.88
26 N 1.92 -2.91 -2.84
27 C 2.49 -3.57 -3.94
28 C 1.86 -3.60 -5.18
29 C 2.47 -4.26 -6.23
30 C 3.70 -4.88 -6.06
31 C 4.33 -4.84 -4.82
32 C 3.73 -4.18 -3.76
33 N -0.89 -1.19 -1.99
34 N -1.38 -0.38 -1.14
35 C -2.64 0.13 -1.52
36 C -3.60 -0.64 -2.17
37 C -4.82 -0.07 -2.52
38 C -5.08 1.26 -2.24
39 C -4.12 2.04 -1.61
40 C -2.91 1.47 -1.24
41 H 2.46 -2.80 -1.98
42 H 0.90 -3.12 -5.30
43 H 1.98 -4.29 -7.19
44 H 4.17 -5.38 -6.89
45 H 5.28 -5.32 -4.68
46 H 4.21 -4.16 -2.78
47 H -3.38 -1.67 -2.39
48 H -5.56 -0.67 -3.02
49 H -6.03 1.70 -2.52
50 H -4.31 3.08 -1.42
51 H -2.13 2.09 -0.78
52 N 0.96 3.34 -3.17
53 C 0.80 2.29 -4.04
54 C 0.48 1.21 -3.28
55 N 0.44 1.57 -1.96
56 C 0.73 2.86 -1.93
57 C 0.80 3.58 -0.68
58 N 0.46 3.01 0.47
59 C 0.69 3.95 1.44
60 C 1.18 5.09 0.88
61 N 1.24 4.84 -0.46
62 H 1.17 4.28 -3.44
63 H 0.93 2.40 -5.11
64 H 0.27 0.21 -3.61
65 H 0.49 3.74 2.48
66 H 1.48 6.03 1.31
67 H 1.57 5.49 -1.15
68 C -4.30 0.83 2.25
69 P -2.96 1.97 2.62
70 C -3.34 3.58 1.90
71 C -2.94 2.19 4.42
72 O -1.64 1.45 2.09
73 H -5.24 1.16 2.69
74 H -4.04 -0.16 2.64
75 H -4.40 0.76 1.16
76 H -4.25 4.00 2.33
77 H -3.47 3.45 0.82
78 H -2.50 4.25 2.08
79 H -3.85 2.70 4.73
80 H -2.07 2.78 4.72
81 H -2.90 1.21 4.91
82 C 5.41 0.95 0.67
83 C 4.75 1.13 1.87
84 C 3.37 1.17 1.87
85 N 2.62 1.05 0.77
86 C 3.28 0.90 -0.39
87 C 4.65 0.84 -0.49
88 H 6.49 0.90 0.62
89 H 5.30 1.23 2.80
90 H 2.83 1.32 2.80
91 H 2.67 0.81 -1.28
92 H 5.12 0.71 -1.45

No. 5
Below is a molecular structure, C35H42N6NaOPS4 at a distorted geometry, with properties calculated with the ωB97M-V functional and the def2-TZVPD basis.

Results
Frontier orbital gap   6.23 eV
HOMO level   -6.31 eV
Strongest force on any atom   1.431 eV Å⁻¹

Cartesian coordinates (Å):
1 Na 0.70 0.96 -0.73
2 S 0.54 3.08 0.90
3 C 1.48 2.41 2.17
4 C 1.11 2.68 3.49
5 C 1.85 2.24 4.56
6 C 3.02 1.54 4.34
7 C 3.41 1.25 3.05
8 C 2.63 1.63 1.97
9 S 3.16 1.12 0.35
10 C 3.34 -0.69 0.64
11 C 2.75 -1.56 -0.42
12 C 3.49 -2.64 -0.90
13 C 2.87 -3.55 -1.75
14 C 1.55 -3.35 -2.09
15 C 0.89 -2.24 -1.57
16 C -0.56 -2.05 -1.86
17 S -0.97 -0.51 -2.74
18 C 0.01 -0.61 -4.23
19 C -0.22 -1.67 -5.09
20 C 0.46 -1.77 -6.29
21 C 1.37 -0.78 -6.63
22 C 1.62 0.27 -5.77
23 C 0.94 0.39 -4.55
24 S 1.31 1.74 -3.54
25 N 1.49 -1.36 -0.78
26 H 0.21 3.26 3.65
27 H 1.52 2.46 5.56
28 H 3.63 1.22 5.17
29 H 4.33 0.71 2.86
30 H 2.82 -0.88 1.58
31 H 4.41 -0.89 0.76
32 H 4.51 -2.79 -0.59
33 H 3.41 -4.41 -2.11
34 H 1.03 -4.05 -2.72
35 H -1.13 -1.94 -0.93
36 H -0.95 -2.90 -2.43
37 H -0.94 -2.42 -4.81
38 H 0.26 -2.60 -6.95
39 H 1.89 -0.82 -7.58
40 H 2.35 1.02 -6.02
41 C -1.06 5.15 -4.11
42 N -0.56 5.39 -2.70
43 C -1.75 5.75 -1.82
44 N -2.75 4.76 -1.90
45 C -3.20 4.59 -3.27
46 N -2.11 4.20 -4.14
47 C -1.64 2.85 -3.89
48 P -0.86 2.63 -2.20
49 C 0.15 4.21 -2.18
50 C -2.30 3.50 -1.32
51 H -0.22 4.78 -4.70
52 H -1.41 6.12 -4.50
53 H 0.10 6.17 -2.70
54 H -2.14 6.71 -2.18
55 H -1.39 5.84 -0.80
56 H -3.64 5.53 -3.63
57 H -3.96 3.81 -3.29
58 H -0.92 2.57 -4.66
59 H -2.49 2.16 -3.94
60 H 1.06 4.05 -2.76
61 H 0.42 4.37 -1.14
62 H -1.97 3.68 -0.30
63 H -3.15 2.81 -1.28
64 C -2.90 -4.08 5.39
65 C -2.41 -3.94 3.95
66 N -0.99 -4.16 3.82
67 C -0.49 -5.50 4.09
68 C 0.22 -5.58 5.44
69 C -0.10 -3.27 3.32
70 O 1.06 -3.59 3.08
71 C -0.56 -1.88 3.02
72 C -1.12 -0.99 3.93
73 C -1.45 0.28 3.49
74 C -1.20 0.62 2.17
75 N -0.61 -0.20 1.31
76 C -0.29 -1.40 1.74
77 H -3.97 -3.89 5.43
78 H -2.40 -3.38 6.04
79 H -2.72 -5.09 5.76
80 H -2.64 -2.94 3.58
81 H -2.94 -4.66 3.32
82 H 0.23 -5.75 3.30
83 H -1.33 -6.20 4.04
84 H 1.04 -4.87 5.46
85 H 0.62 -6.58 5.58
86 H -0.46 -5.36 6.25
87 H -1.31 -1.29 4.95
88 H -1.89 1.00 4.16
89 H -1.45 1.60 1.78
90 H 0.22 -2.05 1.04

Record-wise relative energy (zero: lowest compared OMol25 entry of this formula, charge and spin) values, in kcal per mole: 40.20; 0.00; 1.01; 38.69; 17.30
Record-wise E values, in eV: -96740.1670; -106361.2895; -167496.9168; -98519.1523; -105012.1372